[1]
Here is C51H67Ge2O5S4SbZr as an isolated structure at a distorted geometry from the Open Molecules 2025 dataset. Energies are from ωB97M-V/def2-TZVPD.

Last column: Löwdin charge in e.
Cartesian coordinates (Å):
Zr  -2.164832  0.394823  -2.909277  0.936
C  0.438450  5.905227  3.454139  -0.060
C  -0.124262  4.526787  3.642874  -0.282
C  0.475695  3.621840  4.523671  -0.010
C  -0.051276  2.332984  4.701311  -0.217
C  0.644019  1.392777  5.651421  -0.040
C  -1.197895  1.931837  3.965357  -0.162
C  -1.813511  2.863667  3.081749  -0.255
C  -3.066120  2.562371  2.295096  -0.059
C  -1.264538  4.145227  2.933573  -0.036
C  -1.756439  0.561342  4.133588  -0.195
C  -2.318509  0.238894  5.380176  -0.031
C  -2.907150  -1.000995  5.599903  -0.056
C  -2.957004  -1.939088  4.576878  -0.027
C  -2.407232  -1.653739  3.320404  -0.220
C  -1.779996  -0.400453  3.081864  -0.185
Ge  -0.925588  -0.053071  1.343667  0.093
S  -2.304984  0.120269  -0.387867  0.237
S  0.584325  -1.548206  0.702648  0.324
Ge  1.441351  0.253374  -0.259249  0.079
S  0.258624  0.437116  -2.136238  0.314
S  0.489840  1.652144  1.168453  0.334
C  3.398387  0.250690  -0.471210  -0.183
C  3.997665  0.901344  -1.589091  -0.212
C  5.379550  0.800609  -1.806590  -0.032
C  6.182766  0.075182  -0.939005  -0.060
C  5.619887  -0.557861  0.160336  -0.032
C  4.239862  -0.483833  0.410875  -0.211
C  3.758559  -1.195834  1.620736  -0.171
C  3.446853  -0.478706  2.805053  -0.204
C  3.533153  1.024265  2.905626  -0.047
C  3.081422  -1.182396  3.961246  -0.011
C  3.012076  -2.578363  3.966334  -0.283
C  2.638243  -3.321758  5.216544  -0.055
C  3.310366  -3.286512  2.799661  -0.020
C  3.692788  -2.613942  1.628444  -0.238
C  4.016798  -3.420970  0.396247  -0.040
C  3.226845  1.715343  -2.560693  -0.183
C  2.986237  1.240575  -3.877486  -0.241
C  3.447936  -0.112099  -4.361189  -0.044
C  2.269560  2.039703  -4.780022  -0.015
C  1.795101  3.300886  -4.403846  -0.284
C  1.029071  4.153496  -5.372515  -0.062
C  2.045730  3.776542  -3.113889  -0.023
C  2.761916  3.003136  -2.188044  -0.222
C  3.059277  3.586830  -0.828356  -0.041
C  -2.502043  -2.704130  2.279835  -0.153
C  -3.570134  -2.700513  1.346114  -0.221
C  -4.670190  -1.666454  1.362528  -0.063
C  -3.637388  -3.705615  0.370932  -0.019
C  -2.669943  -4.715123  0.311720  -0.277
C  -2.743725  -5.788406  -0.734583  -0.065
C  -1.629235  -4.730165  1.245242  -0.008
C  -1.538649  -3.740303  2.234954  -0.229
C  -0.415175  -3.802152  3.236573  -0.060
H  1.340766  6.068940  4.080734  0.080
H  -0.325243  6.661271  3.734235  0.086
H  0.719535  6.049995  2.389658  0.086
H  1.358781  3.923457  5.074362  0.111
H  1.557645  1.846448  6.091055  0.088
H  0.934034  0.476590  5.103498  0.075
H  -0.023094  1.116525  6.490472  0.079
H  -3.471878  1.549532  2.477090  0.068
H  -2.857652  2.666164  1.209870  0.052
H  -3.858887  3.287168  2.575887  0.092
H  -1.732468  4.854868  2.260262  0.121
H  -2.319187  0.962757  6.185759  0.117
H  -3.339418  -1.230806  6.565251  0.104
H  -3.429089  -2.896565  4.762296  0.122
H  5.837586  1.294598  -2.655571  0.123
H  7.248342  0.007339  -1.116236  0.103
H  6.268013  -1.113030  0.828672  0.121
H  3.839779  1.511968  1.960187  0.076
H  4.275782  1.299236  3.683760  0.093
H  2.546432  1.435066  3.200482  0.045
H  2.869235  -0.638074  4.871253  0.101
H  2.431992  -2.627734  6.059226  0.083
H  3.471689  -3.992953  5.512307  0.088
H  1.731833  -3.934273  5.040500  0.065
H  3.256451  -4.368971  2.811422  0.115
H  3.894626  -4.510767  0.573366  0.082
H  5.066574  -3.246132  0.085413  0.081
H  3.335530  -3.127761  -0.430256  0.087
H  3.981463  -0.698845  -3.588644  0.077
H  4.129253  0.016774  -5.228387  0.089
H  2.567272  -0.708329  -4.680536  0.080
H  2.079029  1.672410  -5.781964  0.117
H  0.910089  3.650283  -6.355568  0.082
H  1.566946  5.111735  -5.531965  0.084
H  0.019274  4.367320  -4.963100  0.078
H  1.689155  4.761781  -2.836530  0.111
H  2.636344  4.607397  -0.714324  0.084
H  4.158588  3.652900  -0.687449  0.096
H  2.640375  2.957491  -0.025743  0.022
H  -4.543095  -0.904532  2.156715  0.079
H  -5.644213  -2.171845  1.531179  0.091
H  -4.715435  -1.142987  0.386451  0.028
H  -4.452604  -3.700951  -0.343591  0.111
H  -3.621849  -5.650650  -1.400823  0.077
H  -2.827315  -6.781506  -0.245108  0.087
H  -1.824472  -5.765828  -1.356897  0.086
H  -0.890282  -5.521818  1.200916  0.117
H  0.256902  -4.666438  3.049487  0.086
H  -0.831389  -3.905509  4.260140  0.091
H  0.190104  -2.875175  3.190739  0.054
O  -3.841984  1.661995  -3.051711  -0.189
H  -4.268723  2.186426  -2.328169  0.132
H  -4.380372  1.866752  -3.857221  0.095
O  -1.444569  -1.550049  -3.280149  -0.293
H  -0.869733  -1.754778  -2.500227  0.060
H  -0.811130  -1.440644  -4.033390  0.036
O  -1.513386  2.241767  -2.132439  -0.384
H  -1.684483  2.614523  -1.231115  0.072
H  -0.967421  2.931798  -2.586747  0.104
O  -3.822179  -0.865196  -2.585839  -0.391
H  -4.056712  -0.727132  -1.633688  0.000
H  -3.447591  -1.781254  -2.618806  0.079
O  -1.251651  1.172943  -4.266677  -0.680
C  -4.794619  -1.184263  -6.969407  -0.335
Sb  -3.556307  -0.470516  -5.345105  1.406
C  -1.786526  -1.500903  -6.043307  -0.298
C  -3.058683  1.385243  -6.339934  -0.323
H  -4.261827  -1.048895  -7.933125  0.011
H  -5.743514  -0.610119  -6.989148  0.002
H  -5.015627  -2.260832  -6.818760  0.002
H  -1.660527  -1.335233  -7.133045  0.030
H  -1.891531  -2.587397  -5.844945  0.024
H  -0.897529  -1.111420  -5.506180  -0.005
H  -2.771134  1.180978  -7.391786  0.016
H  -2.211200  1.869715  -5.813176  -0.016
H  -3.939420  2.059358  -6.322479  0.001

Forces on atoms 1 to 3 (eV/Å):
Zr 4.61 2.52 0.79
C 0.24 0.47 -0.04
C -0.09 -0.26 0.03

As for the multiplicity: 1. The value obtained for the HOMO-LUMO gap is 6.186 eV.

[2]
Here is a 5-piece molecular cluster, C32H46ClFN2O13S overall at a distorted geometry from the Open Molecules 2025 dataset. Energies are from ωB97M-V/def2-TZVPD.

Last column: Löwdin charge in e.
Cartesian coordinates (Å):
C  3.276670  0.857350  3.637013  0.172
C  2.552932  0.567224  2.743609  -0.131
N  1.833358  0.277492  1.600965  0.091
C  2.435752  -0.856325  0.899100  -0.339
O  3.526721  -1.281047  1.064874  0.168
C  1.325491  -1.346589  0.026081  -0.095
C  1.360031  -2.098544  -1.123322  -0.511
Cl  2.896124  -2.650650  -1.677844  0.847
C  0.155156  -2.380714  -1.771354  -0.171
S  0.234942  -3.306450  -3.317380  0.636
C  0.525880  -4.970102  -2.786849  -0.125
O  1.326718  -2.819662  -4.115180  -0.342
O  -1.016310  -3.309316  -4.025502  -0.293
C  -1.056885  -1.948014  -1.233498  -0.122
N  -2.236408  -2.280700  -1.982556  -0.067
C  -2.736580  -1.175664  -2.816074  -0.021
C  -3.170923  -3.046210  -1.280115  -0.483
C  -4.630819  -2.730596  -1.466558  0.005
O  -2.818113  -3.949954  -0.553151  0.081
C  -1.084572  -1.191005  -0.049931  -0.004
C  -2.377885  -0.692055  0.558968  -0.299
C  -2.873536  -1.671069  1.642792  0.009
F  -2.208189  0.542984  1.118353  0.030
C  0.131317  -0.905919  0.548387  0.011
C  0.459512  -0.119714  1.800815  -0.306
O  -0.187461  0.108407  2.766482  0.169
H  4.030644  1.050940  4.355223  0.042
H  0.374558  -5.629590  -3.629769  0.078
H  -0.187072  -5.172977  -1.990767  0.076
H  1.527362  -5.080441  -2.382516  0.053
H  -1.880603  -0.753966  -3.332037  0.099
H  -3.364329  -1.581449  -3.596501  0.098
H  -3.243432  -0.386220  -2.267496  0.091
H  -4.878126  -1.735167  -1.110691  0.076
H  -4.926752  -2.771060  -2.510287  0.088
H  -5.237625  -3.440422  -0.922348  0.089
H  -3.122581  -0.668375  -0.227057  0.112
H  -2.707185  -1.233031  2.620525  0.087
H  -3.914952  -1.938745  1.505936  0.078
H  -2.313402  -2.597913  1.622047  0.082
C  5.117610  -2.469087  -5.402657  -0.056
C  5.666082  -2.576903  -3.995926  -0.242
O  6.605917  -3.647969  -3.869132  0.002
C  7.916356  -3.517522  -4.151613  -0.531
C  8.394866  -2.287805  -4.890111  0.010
O  8.663898  -4.409927  -3.864911  0.108
H  5.902305  -2.233934  -6.122678  0.067
H  4.355316  -1.691664  -5.455186  0.083
H  4.670130  -3.415363  -5.704929  0.086
H  6.097995  -1.638289  -3.644932  0.115
H  4.857559  -2.824340  -3.312652  0.053
H  8.388012  -2.496867  -5.958807  0.094
H  9.415144  -2.082140  -4.576945  0.089
H  7.807546  -1.394015  -4.693467  0.068
C  4.500535  5.113537  0.362248  -0.062
C  3.527703  5.310863  1.505849  -0.237
O  3.802079  4.428029  2.596313  -0.014
C  4.689119  4.705171  3.569713  -0.536
C  5.652898  5.854647  3.386547  0.016
O  4.726171  3.994159  4.535847  0.093
H  5.522907  5.348788  0.658400  0.068
H  4.231544  5.750736  -0.480528  0.082
H  4.488205  4.074312  0.033851  0.084
H  3.491977  6.346684  1.846482  0.113
H  2.520643  5.054256  1.180659  0.123
H  6.567852  5.476675  2.932692  0.097
H  5.885648  6.259603  4.368048  0.091
H  5.260622  6.671298  2.785279  0.071
C  1.315069  5.329581  5.276692  -0.063
C  0.371328  4.768177  6.318296  -0.235
O  -0.979044  4.748990  5.851125  -0.004
C  -1.470984  3.734222  5.106963  -0.522
C  -0.514546  2.727353  4.507286  0.006
O  -2.649396  3.701295  4.885976  0.105
H  1.334153  4.712421  4.378706  0.062
H  2.329117  5.381917  5.675379  0.078
H  0.999989  6.330354  4.977469  0.084
H  0.677501  3.777911  6.655744  0.114
H  0.364068  5.408481  7.199244  0.122
H  -0.229183  3.061418  3.510900  0.096
H  -1.028715  1.775719  4.423127  0.076
H  0.380816  2.556087  5.098559  0.071
C  -9.856780  -2.817522  -0.364768  -0.062
C  -8.557894  -2.091851  -0.084395  -0.231
O  -7.737819  -1.996874  -1.253860  -0.020
C  -7.854634  -1.015882  -2.169153  -0.526
C  -9.068676  -0.118400  -2.144557  0.016
O  -7.013659  -0.921676  -3.020924  0.103
H  -10.468983  -2.281050  -1.089831  0.068
H  -10.433204  -2.933207  0.553108  0.083
H  -9.654355  -3.805514  -0.777883  0.085
H  -8.719246  -1.106651  0.354898  0.115
H  -7.966281  -2.660818  0.631233  0.123
H  -9.831212  -0.544050  -2.795282  0.098
H  -8.777662  0.854668  -2.531360  0.092
H  -9.485846  0.037271  -1.152516  0.072

Forces on atoms 1 to 3 (eV/Å):
C 0.66 -0.01 0.41
C -0.78 0.53 -1.03
N 0.72 -1.55 1.59

The structure (SMILES) is C#CN1C(=O)c2c(Cl)c(S(C)(=O)=O)c(N(C)C(C)=O)c([C@@H](C)F)c2C1=O.CCOC(C)=O.CCOC(C)=O.CCOC(C)=O.CCOC(C)=O. As for the multiplicity: 1. The value obtained for the HOMO-LUMO gap is 8.835 eV.

[3]
Here is C31H27N5O2S5Yb as an isolated structure at a distorted geometry from the Open Molecules 2025 dataset. Energies are from ωB97M-V/def2-TZVPD.

Last column: Löwdin spin population.
Cartesian coordinates (Å):
Yb  8.476785  13.333926  16.885038  0.000
S  6.992464  8.436945  17.743781  0.019
S  6.109583  10.272540  16.996861  0.007
S  6.761163  10.270231  15.079075  0.000
S  8.606401  11.158631  14.935118  0.000
N  8.995768  14.750067  18.851856  0.000
C  8.442114  14.530686  20.229675  0.000
C  6.943783  13.985796  20.337637  0.000
C  6.488306  13.107794  19.128089  0.001
O  6.126017  11.924144  19.332894  0.003
O  6.538912  13.811801  18.034387  0.000
H  9.725235  15.467293  19.051598  0.000
H  8.269256  15.283041  18.362061  0.000
H  8.503868  15.380298  20.924174  0.000
H  9.121048  13.852646  20.722107  0.000
H  6.263250  14.820486  20.477224  0.000
H  7.016408  13.462941  21.312313  0.000
N  11.668860  16.203040  7.431835  0.000
C  11.577106  16.099855  8.599350  0.000
C  11.281996  15.854610  9.949981  0.000
C  10.396650  16.711253  10.659633  0.000
C  10.153420  16.453548  11.989065  0.000
C  10.679125  15.334854  12.599376  0.000
C  11.572058  14.509035  11.924185  0.000
C  11.851286  14.759957  10.628441  0.000
C  10.161732  14.922958  13.909560  0.000
C  11.043444  14.463604  14.914299  0.000
C  12.461146  14.744258  15.052428  0.000
C  12.931859  14.040079  16.110806  0.000
C  11.786028  13.295655  16.616609  0.000
N  10.675774  13.544479  15.900722  0.000
C  8.763431  14.958281  14.060673  0.000
C  7.752200  15.248821  13.037494  0.000
C  6.556609  15.228098  13.675250  0.000
C  6.843039  15.021030  15.035682  0.000
N  8.173986  14.909781  15.270803  0.000
H  10.039648  17.655130  10.261906  0.000
H  9.462039  17.188883  12.476004  0.000
H  12.098915  13.610307  12.333782  0.000
H  12.608840  14.188892  10.188450  0.000
H  12.989430  15.550079  14.569522  0.000
H  13.874339  14.147347  16.616433  0.000
H  11.852933  12.435140  17.314173  0.000
H  7.910731  15.354634  11.986079  0.000
H  5.582077  15.387588  13.246075  0.000
H  6.133285  15.037887  15.837868  0.000
N  7.334340  8.921616  19.322563  0.126
S  8.909938  9.696219  19.588610  0.338
C  9.872989  8.411179  18.783657  0.074
C  10.359262  8.663004  17.481756  0.063
C  11.252161  7.767328  16.917122  0.003
C  11.738489  6.669365  17.604017  0.061
C  11.231236  6.370045  18.885448  -0.006
C  10.320761  7.260538  19.471795  0.055
C  8.733543  9.719897  21.396841  0.079
C  9.358573  10.748992  22.092048  0.050
C  9.193335  10.864771  23.479376  0.002
C  8.542353  9.887024  24.221216  0.053
C  7.844500  8.946582  23.494148  0.000
C  7.966933  8.851266  22.099141  0.054
H  6.637216  9.521119  19.656235  0.003
H  10.036076  9.599955  17.007137  0.002
H  11.617509  7.895293  15.935596  -0.001
H  12.455021  6.026384  17.102531  0.005
H  11.556535  5.521517  19.402879  -0.002
H  9.935691  7.079911  20.470755  0.002
H  9.814758  11.548919  21.484378  0.004
H  9.692207  11.644055  23.988092  -0.001
H  8.515570  9.992012  25.305991  0.004
H  7.213246  8.171129  23.970629  -0.001
H  7.340655  8.106910  21.496818  0.002

Forces on atoms 1 to 3 (eV/Å):
Yb 0.06 -1.79 -0.40
S -0.71 0.73 -0.10
S 0.71 -0.82 -0.45

As for the multiplicity: 2. The value obtained for the HOMO-LUMO gap (alpha / beta) is 3.823 / 5.093 eV. As for the net charge: -1.

[4]
Here is a 2-piece molecular cluster, C2H3N3O4 overall at a distorted geometry from the Open Molecules 2025 dataset. Energies are from ωB97M-V/def2-TZVPD.

Last column: Löwdin charge in e.
Cartesian coordinates (Å):
H  -1.503775  0.924468  1.712754  0.046
N  -1.449172  0.057565  1.286555  0.209
C  -0.855305  0.016499  0.200907  -0.292
N  -0.570883  -1.282455  -0.762484  0.124
N  -0.442748  1.324975  -0.380124  -0.377
O  -0.424199  2.219682  0.416298  0.088
O  -0.301694  1.438822  -1.586325  0.087
H  -1.396271  -1.782459  -0.873220  0.029
H  0.028476  -0.979574  -1.554942  0.077
O  2.979732  -1.436748  0.023915  0.214
C  2.286318  -0.679676  0.561076  -0.417
O  1.649526  0.178903  0.955585  0.211

Forces on atoms 1 to 3 (eV/Å):
H -0.05 2.23 0.75
N 0.26 -3.70 -1.38
C -0.27 -3.61 -2.19

The structure (SMILES) is [H]/N=C(/N)[N+](=O)[O-].O=C=O. As for the multiplicity: 1. The value obtained for the HOMO-LUMO gap is 9.992 eV.